Record 1
Formula: C47H55As2BN4O3PS3Y
Source: OMol25
Level of theory: ωB97M-V/def2-TZVPD

Geometry as ORCA input:
```
! RIJCOSX wB97M-V def2-TZVPD def2/J DEFGRID3
* xyz -2 1
Y 0.23558 -0.11219 -0.24426
S -0.73431 -2.72412 -1.01332
C -2.14353 -1.87023 -1.50725
S -2.10454 -0.14252 -1.69492
C -3.32370 -2.56657 -1.79373
C -3.41151 -3.97804 -1.67268
N -3.53731 -5.12458 -1.59935
C -4.50784 -1.92323 -2.23281
N -5.47702 -1.44108 -2.63810
O 2.18405 -0.62312 -1.07866
N 3.02126 -0.57546 -2.10199
C 3.07038 -1.71107 -2.84414
C 3.91833 -1.85623 -3.89864
C 4.75773 -0.77545 -4.21780
C 4.69708 0.36163 -3.46620
C 3.81869 0.51670 -2.35157
S 3.78782 1.93201 -1.44058
H 2.36326 -2.45394 -2.50485
H 3.91447 -2.77760 -4.46249
H 5.44413 -0.83599 -5.05400
H 5.32509 1.21395 -3.67974
C 2.09187 2.47675 -4.50365
As 0.74869 2.10989 -3.10526
C 0.49635 3.95999 -2.52351
C -0.78785 1.91581 -4.32503
C -1.60234 2.99888 -4.64773
C -2.72868 2.84223 -5.44389
C -3.04975 1.58606 -5.93262
C -2.23749 0.50340 -5.62735
C -1.10635 0.65106 -4.82925
As -0.00878 -0.90464 -4.34132
C -1.25782 -2.35114 -4.78025
C 1.02842 -1.01611 -6.03407
H 1.71005 3.23053 -5.19351
H 2.30382 1.56007 -5.05216
H 3.00274 2.82935 -4.02220
H 0.55499 4.66561 -3.35356
H 1.28121 4.16483 -1.79869
H -0.46260 4.04744 -2.01450
H -1.37248 3.98195 -4.25665
H -3.35865 3.69580 -5.66579
H -3.94018 1.43966 -6.53236
H -2.52061 -0.47358 -5.99685
H -2.14940 -2.23705 -4.16752
H -0.77447 -3.28732 -4.50186
H -1.52203 -2.38010 -5.83747
H 0.44916 -0.67286 -6.89187
H 1.30763 -2.06084 -6.18858
H 1.94551 -0.43359 -5.94946
C 3.98639 -1.06307 3.91566
C 3.20347 -0.42436 2.76882
C 4.14716 -0.10649 1.61308
P 1.71420 -1.33083 2.08626
C 2.39229 -3.07821 1.94953
C 2.21206 -3.98253 3.16702
C 1.87469 -3.78503 0.70138
C 0.46376 -1.22631 3.38430
C 0.72443 -1.55607 4.71858
C -0.18044 -1.38335 5.74867
C 0.14727 -1.75932 7.16966
C -1.41288 -0.82490 5.40030
C -1.71562 -0.48996 4.10390
C -0.80705 -0.68690 3.01565
N -1.14978 -0.37158 1.73795
C -2.55813 -0.21348 1.55357
C -3.39345 -1.34885 1.52993
C -2.85778 -2.71793 1.84701
C -4.74070 -1.20008 1.22612
C -5.31052 0.04352 0.97797
C -6.75154 0.16154 0.55959
C -4.49332 1.15490 1.09238
C -3.13757 1.04851 1.38573
C -2.31487 2.30000 1.49639
H 4.85017 -0.43219 4.15012
H 4.37914 -2.04604 3.64178
H 3.40149 -1.16313 4.82828
H 2.76579 0.51110 3.12200
H 4.56925 -1.02047 1.17753
H 4.98461 0.50519 1.96502
H 3.64392 0.43537 0.81570
H 3.46362 -2.89710 1.80564
H 1.15748 -4.05623 3.43995
H 2.75929 -3.62767 4.03992
H 2.56961 -4.99088 2.93348
H 0.81853 -4.04269 0.80114
H 2.43334 -4.71331 0.54060
H 1.97701 -3.15381 -0.18166
H 1.68467 -1.98624 4.96303
H 1.12235 -2.24832 7.22587
H -0.58932 -2.44983 7.59144
H 0.18193 -0.88566 7.82900
H -2.15684 -0.64378 6.17202
H -2.68368 -0.05655 3.89251
H -1.86004 -2.86016 1.43674
H -3.51147 -3.48903 1.43547
H -2.79334 -2.86063 2.93114
H -5.35863 -2.09167 1.15493
H -7.39972 -0.46939 1.17326
H -6.86324 -0.15559 -0.47943
H -7.10385 1.19190 0.64569
H -4.91675 2.14378 0.93207
H -2.93317 3.13629 1.83092
H -1.87770 2.57793 0.53286
H -1.49134 2.17047 2.20017
O 1.25597 2.06298 2.18103
B 0.80880 2.19895 0.82112
O 0.64555 3.61007 0.62749
C 0.91689 4.23890 1.79838
C 0.86117 5.58273 2.10506
C 1.17679 5.95425 3.41300
C 1.53154 5.00793 4.36592
C 1.58942 3.64981 4.04911
C 1.28044 3.29161 2.75368
H 0.57651 6.31059 1.35553
H 1.13931 7.00097 3.69210
H 1.76123 5.33034 5.37478
H 1.85212 2.89504 4.78023
*
```

ΔE to the lowest compared entry with this formula, charge and spin	0.0	kcal per mole
HOMO	-2.1371	eV
LUMO level	4.05	eV
max |F|	0.6	eV/Å
Kohn-Sham gap	6.19	eV



Record 2
Formula: C47H55O2S
Source: OMol25
Level of theory: ωB97M-V/def2-TZVPD

Geometry as ORCA input:
```
! RIJCOSX wB97M-V def2-TZVPD def2/J DEFGRID3
* xyz 1 1
C 1.86383 0.49691 -0.87379
C 1.13917 1.66950 -0.26658
O 0.33972 2.28175 -1.27824
C -0.21768 3.52436 -0.91816
C -1.40026 3.39522 0.02493
O -2.58654 2.95092 -0.68094
C -2.45119 1.71180 -1.24935
S -4.13348 0.90841 -1.06527
H 2.54332 0.05132 -0.14717
H 1.15157 -0.26394 -1.19661
H 2.42458 0.81894 -1.75050
H 0.51018 1.33107 0.56857
H 1.83709 2.41174 0.13974
H 0.53340 4.19384 -0.48065
H -0.57172 3.97812 -1.84684
H -1.20313 2.69554 0.84294
H -1.64993 4.36294 0.45195
H -1.70462 1.06153 -0.79578
H -2.32615 1.72442 -2.33623
H -3.75187 -0.37778 -1.16870
H -4.28118 0.89288 0.27720
C 6.89144 -0.61486 1.79501
C 6.80928 -0.55640 0.41093
C 5.99743 0.38936 -0.20032
C 5.25122 1.25985 0.57933
C 5.32303 1.19910 1.96472
C 6.15425 0.26804 2.57343
H 7.52497 -1.35423 2.26740
H 7.37964 -1.25293 -0.19061
H 5.93408 0.43686 -1.28059
H 4.60498 1.98840 0.10407
H 4.73385 1.87642 2.57002
H 6.21765 0.22075 3.65280
C -3.60179 0.10396 -6.16842
C -3.16265 0.23401 -7.47800
C -2.22755 1.20669 -7.80390
C -1.72708 2.05126 -6.82316
C -2.16405 1.92352 -5.51248
C -3.10049 0.95148 -5.19130
H -4.33268 -0.65290 -5.91507
H -3.55008 -0.42295 -8.24518
H -1.88841 1.30756 -8.82625
H -0.99842 2.80849 -7.07997
H -1.77182 2.58608 -4.74967
H -3.44733 0.85018 -4.16782
C -4.76902 -1.33307 2.26430
C -5.57729 -1.97930 3.18825
C -5.40480 -1.73683 4.54295
C -4.43257 -0.84326 4.97412
C -3.62819 -0.18984 4.05208
C -3.79721 -0.44107 2.69659
H -4.89580 -1.54966 1.20794
H -6.33080 -2.67888 2.85056
H -6.02985 -2.24508 5.26496
H -4.30518 -0.65179 6.03131
H -2.87494 0.51097 4.38925
H -3.14381 0.04599 1.97662
C -9.53421 -3.56768 -1.15329
C -10.34545 -4.21702 -0.23325
C -10.19516 -3.96950 1.12408
C -9.23352 -3.07054 1.56337
C -8.42176 -2.42215 0.64333
C -8.57148 -2.66987 -0.71425
H -9.65424 -3.76079 -2.21127
H -11.09764 -4.91570 -0.57492
H -10.82954 -4.47570 1.83967
H -9.12131 -2.87273 2.62209
H -7.67585 -1.71540 0.98815
H -7.94086 -2.16289 -1.43462
C 2.06240 -4.20533 0.77756
C 2.33560 -4.28873 -0.58160
C 3.33165 -3.49789 -1.13819
C 4.05861 -2.62801 -0.33619
C 3.78457 -2.54335 1.02199
C 2.78564 -3.33112 1.57817
H 1.29172 -4.82789 1.21403
H 1.77773 -4.97547 -1.20533
H 3.54452 -3.56299 -2.19785
H 4.83381 -2.00862 -0.76727
H 4.35489 -1.86296 1.64447
H 2.57697 -3.27004 2.63886
C -2.96615 3.55168 5.53555
C -2.56666 3.72096 4.21720
C -1.71761 4.76540 3.88125
C -1.27907 5.65322 4.85253
C -1.67449 5.47880 6.17122
C -2.51501 4.42788 6.51265
H -3.63680 2.74313 5.79862
H -2.92705 3.04158 3.45262
H -1.42364 4.90786 2.84821
H -0.62680 6.47413 4.58546
H -1.33046 6.16495 6.93373
H -2.82766 4.29860 7.54038
C 11.60620 -0.83385 -3.69460
C 12.00638 -2.03425 -3.12414
C 11.17288 -2.69031 -2.22926
C 9.93791 -2.14578 -1.90594
C 9.53806 -0.94560 -2.47669
C 10.37172 -0.28870 -3.37084
H 12.25754 -0.32255 -4.39146
H 12.96901 -2.45902 -3.37739
H 11.48589 -3.62564 -1.78373
H 9.28849 -2.66093 -1.20867
H 8.57436 -0.51993 -2.22523
H 10.06073 0.64857 -3.81404
*
```

HOMO	-10.5235	eV
LUMO level	-3.41	eV
max |F|	0.4	eV/Å
Kohn-Sham gap	7.12	eV



Record 3
Formula: C47H57IN5O4PTi
Source: OMol25
Level of theory: ωB97M-V/def2-TZVPD

Geometry as ORCA input:
```
! RIJCOSX wB97M-V def2-TZVPD def2/J DEFGRID3
* xyz 2 1
Ti 0.59127 -1.19617 -0.10567
C -4.07538 1.91915 4.32438
C -3.08302 2.78865 3.53294
C -3.87757 3.71290 2.58758
C -2.25206 3.61614 4.49919
C -2.24539 1.88862 2.61819
C -2.82838 0.97221 1.72183
C -2.04939 0.15766 0.95156
N -0.69555 0.22255 0.99032
C -0.13068 1.12320 1.80105
C -0.88267 1.96992 2.62167
C 1.34674 1.19023 1.70062
C 2.11410 2.03376 2.48398
C 3.49782 2.03058 2.41006
C 4.05041 1.09498 1.49328
C 3.23630 0.23437 0.78414
N 1.89181 0.29663 0.84465
C 4.38212 2.92130 3.26226
C 5.23198 3.76975 2.31912
C 3.60947 3.82057 4.19812
C 5.29102 1.98010 4.09688
H -4.69407 2.58464 4.94387
H -3.56377 1.20077 5.01150
H -4.73434 1.34748 3.68748
H -4.50935 4.43325 3.16104
H -4.58537 3.15259 1.96444
H -3.24603 4.29441 1.93914
H -2.93101 4.24241 5.05971
H -1.57661 4.28269 3.98931
H -1.71301 3.02971 5.21606
H -3.90795 0.93231 1.63530
H -2.49656 -0.55622 0.25648
H -0.38128 2.70624 3.23370
H 1.65018 2.63069 3.24104
H 5.12098 0.96565 1.37054
H 3.65278 -0.49317 0.14664
H 4.59012 4.39139 1.70644
H 5.85758 3.17729 1.66435
H 5.90055 4.42188 2.91900
H 3.00047 4.53993 3.64016
H 4.30989 4.41939 4.77219
H 2.93216 3.30671 4.92285
H 5.88510 1.30435 3.48726
H 4.69672 1.38253 4.79267
H 5.96879 2.61894 4.70229
O -4.26666 -5.68616 2.61788
C -3.53951 -4.80296 3.45348
C -2.57733 -4.00060 2.59500
C -1.74645 -3.07852 3.19594
C -0.90475 -2.34349 2.44318
N -0.81837 -2.44507 1.12557
C -1.60513 -3.36560 0.50669
C -2.53690 -4.11864 1.21273
C -1.42659 -3.48317 -0.93762
C -2.12160 -4.37998 -1.71952
C -1.89380 -4.39239 -3.08243
C -2.61294 -5.37820 -3.95889
O -3.39754 -6.22319 -3.14682
C -0.97848 -3.50008 -3.60148
C -0.33497 -2.59809 -2.76034
N -0.56213 -2.57345 -1.43714
H -4.62840 -6.43663 3.11591
H -2.92990 -5.36496 4.19049
H -4.23105 -4.12690 3.97367
H -1.72300 -2.92520 4.28463
H -0.24612 -1.62904 2.94846
H -3.23091 -4.78364 0.69702
H -2.80009 -5.10128 -1.30793
H -1.86994 -5.95405 -4.52977
H -3.22258 -4.84029 -4.72232
H -4.22271 -6.42264 -3.60610
H -0.75871 -3.54864 -4.67151
H 0.40809 -1.92945 -3.16937
N 3.00292 -3.81111 -2.84551
C 3.97220 -2.76235 -2.74981
C 3.34457 -1.49867 -3.31053
C 2.68904 -0.62282 -2.26787
O 2.98042 0.53485 -2.10350
O 1.72428 -1.22778 -1.55381
H 3.22372 -4.65002 -2.32316
H 2.89576 -4.08981 -3.82001
H 4.87644 -2.98488 -3.30174
H 4.29795 -2.62939 -1.70082
H 2.62681 -1.80056 -4.09767
H 4.03435 -0.86898 -3.83622
I 2.49076 -2.64753 2.77311
C 1.90262 -2.57408 0.73384
H 2.77577 -2.47537 0.13860
H 1.48999 -3.56871 0.56338
C -2.72638 1.18868 -2.13777
P -0.93756 0.87849 -2.29754
C -0.77382 0.54078 -4.05733
C 0.49325 0.50847 -4.61980
C 0.69228 0.16699 -5.96361
C -0.42406 -0.10414 -6.76789
C -1.68780 -0.07497 -6.19762
C -1.87915 0.25554 -4.87309
C -0.24891 2.55857 -1.98696
C -0.77884 3.28535 -0.92938
C -0.26940 4.51045 -0.57525
C 0.73493 5.10092 -1.32404
C 1.25719 4.38580 -2.39333
C 0.76656 3.13333 -2.71864
H -3.06284 1.89773 -2.90701
H -3.02755 1.57757 -1.16822
H -3.29264 0.26681 -2.28441
H 1.35780 0.75407 -4.00156
H 1.69261 0.19241 -6.41103
H -0.30977 -0.29107 -7.83173
H -2.53235 -0.28304 -6.84206
H -2.91273 0.31742 -4.51516
H -1.63892 2.92641 -0.34676
H -0.71033 5.06993 0.24839
H 1.08841 6.08568 -1.08927
H 2.07271 4.75618 -3.01125
H 1.15928 2.64221 -3.60502
*
```

ΔE to the lowest compared entry with this formula, charge and spin	2.0	kcal per mole
HOMO	-12.5318	eV
LUMO level	-6.19	eV
max |F|	1.7	eV/Å
Kohn-Sham gap	6.35	eV



Record 4
Formula: C47H58BN10PbSSe
Source: OMol25
Level of theory: ωB97M-V/def2-TZVPD

Geometry as ORCA input:
```
! RIJCOSX wB97M-V def2-TZVPD def2/J DEFGRID3
* xyz -1 1
Pb 0.89342 -1.04944 0.55086
C -0.19738 -2.20515 3.91221
C 0.78881 -2.67570 4.97426
C 0.15312 -3.84260 5.77161
C 2.14373 -2.99999 4.26170
C 3.19024 -3.90847 4.70466
C 4.13714 -3.81346 3.71331
N 3.68381 -2.99370 2.70926
N 2.42334 -2.56302 3.03227
B 4.19074 -2.77635 1.35202
N 4.33191 -1.24629 0.94753
C 5.44945 -0.57879 0.63855
C 5.25169 0.70674 0.34465
C 3.84633 0.82727 0.46709
N 3.29014 -0.32340 0.82449
C 2.99949 2.07163 0.33089
C 3.28905 2.61572 -1.06625
C 3.10479 3.11324 1.46306
N 3.27758 -3.48787 0.20505
C 3.29992 -4.82450 -0.05443
C 2.56116 -5.05591 -1.22426
C 2.10969 -3.75335 -1.56807
N 2.53157 -2.86349 -0.72226
C 1.26349 -3.44177 -2.79089
C 1.83968 -2.24323 -3.52495
C -0.20479 -3.15425 -2.46104
H -1.16492 -1.96747 4.38266
H 0.27820 -1.37215 3.39584
H -0.35821 -3.01442 3.22411
H 1.01863 -1.80646 5.61161
H -0.45845 -4.42733 5.11926
H 0.90861 -4.48982 6.14766
H -0.47979 -3.50474 6.52726
H 3.39908 -4.43093 5.61525
H 5.10597 -4.31544 3.63408
H 5.33162 -3.29141 1.16405
H 6.41474 -1.04533 0.65202
H 6.03598 1.39802 0.07830
H 1.95610 1.72783 0.24877
H 4.29980 2.76864 -1.26564
H 2.93800 1.87032 -1.76238
H 2.75868 3.53084 -1.22351
H 4.10057 3.55476 1.59277
H 2.43352 3.99799 1.25405
H 2.73441 2.59088 2.34748
H 3.88535 -5.53105 0.62886
H 2.36628 -5.97181 -1.76693
H 1.36565 -4.34356 -3.36742
H 1.95865 -1.38227 -2.88273
H 2.76213 -2.37456 -4.03098
H 1.14700 -1.94898 -4.30249
H -0.33997 -2.11791 -2.07806
H -0.80195 -3.07166 -3.37849
H -0.70041 -3.89442 -1.83938
Se -3.81850 -0.79581 2.32961
N -2.89219 -0.59640 0.82605
C -3.73742 -0.84466 -0.16206
C -3.31454 -0.82551 -1.59628
C -4.18542 -1.21506 -2.48546
C -5.51349 -1.62099 -2.14364
C -5.99810 -1.61251 -0.90561
C -5.05278 -1.24434 0.18313
N -5.31935 -1.27101 1.49969
H -2.30840 -0.45056 -1.68999
H -3.85232 -1.08352 -3.46953
H -6.20130 -2.00383 -2.91981
H -6.98191 -2.00879 -0.62286
C -2.75328 -4.02890 0.43358
S -1.92048 -5.03406 1.70397
C -0.30490 -5.03665 0.90704
H -2.48961 -2.98849 0.54254
H -3.81978 -4.26359 0.65346
H -2.56828 -4.24987 -0.65988
H -0.42660 -5.27518 -0.20924
H 0.32959 -5.88679 1.22223
H 0.33658 -4.18446 1.22703
N 0.44419 1.05755 2.46828
C 0.04534 2.15166 2.31694
N -0.34588 3.40613 2.06271
C -1.35652 4.08201 2.85694
C -1.30713 5.57140 2.86306
C -1.19345 6.14974 1.51693
C -0.08292 5.43505 0.68028
C -0.27642 3.96747 0.67524
H -1.33004 3.67541 3.83288
H -2.36619 3.79285 2.51434
H -0.44840 5.88215 3.41235
H -2.10608 5.99806 3.45040
H -1.05261 7.20722 1.54167
H -2.18816 5.91645 0.98564
H 0.89588 5.64306 1.10140
H -0.12182 5.67519 -0.34682
H 0.57281 3.59493 0.05982
H -1.19289 3.81192 0.10426
C 0.34834 0.44409 -0.91140
C -0.41535 1.29263 -1.40629
C -1.06649 2.12267 -2.34081
C -0.66655 2.13404 -3.67863
C -1.50339 2.56550 -4.73844
C -1.06990 2.51689 -6.09360
C 0.20845 1.99976 -6.42269
C 0.99764 1.55101 -5.35337
C 0.59940 1.66136 -4.03703
C -2.24832 2.83476 -1.92966
C -2.73784 3.99339 -2.59822
C -3.82191 4.67325 -2.04953
C -4.46634 4.32229 -0.87383
C -4.05995 3.13023 -0.29673
C -2.92691 2.42191 -0.73896
H -2.54381 2.79838 -4.62465
H -1.78534 2.80562 -6.82459
H 0.50341 1.89613 -7.45936
H 1.96704 1.07229 -5.50785
H 1.31799 1.44470 -3.20368
H -2.25847 4.27215 -3.49084
H -4.20630 5.58989 -2.57451
H -5.34758 4.90882 -0.51968
H -4.58887 2.80608 0.57229
H -2.56953 1.57340 -0.17552
*
```

ΔE to the lowest compared entry with this formula, charge and spin	0.0	kcal per mole
HOMO	-2.8661	eV
LUMO level	1.46	eV
max |F|	4.6	eV/Å
Kohn-Sham gap	4.33	eV



Among the records above, which one has the lowest max |F|? C47H55O2S